DFT (the ωB97M-V functional and the def2-TZVPD basis) results for C4H8N2O2 in the gas phase at a distorted geometry.

Values from the calculation:
Frontier orbital gap in eV: 9.3232
Calculated total energy in hartree: -417.131676
Largest force on an atom in eV/A: 3.67
SMILES string: CNN/C=C\C(=O)O
Energy relative to the best compared isomer or geometry (same formula, charge and spin) in kcal/mol: 78.0
E_LUMO in eV: 0.8

Geometry as XYZ:
```
16
Properties=species:S:1:pos:R:3:forces:R:3
C 1.54370 -0.13200 0.86705 2.391 -0.020 2.025
N 0.52056 0.20298 -0.04684 -0.817 -0.715 1.285
N -0.48838 1.00405 0.51657 -1.163 -1.003 -1.568
C -1.80087 0.47266 0.26186 1.769 1.566 1.458
C -2.04682 -0.24422 -0.79542 2.397 -0.794 -2.663
C -0.89096 -0.34278 -1.85060 -2.114 -0.193 1.716
O -0.51736 0.58860 -2.50021 0.453 0.193 -0.769
O -0.52702 -1.61739 -2.00637 0.771 -0.885 -1.804
H 1.38660 -0.89846 1.70156 -0.530 0.655 -1.528
H 2.40020 -0.47748 0.23205 -0.531 0.205 0.835
H 1.89802 0.78561 1.46902 -0.197 -0.903 -0.833
H 0.95098 0.67227 -0.78500 0.551 1.138 -1.445
H -0.22595 1.26967 1.43402 -0.412 0.309 0.954
H -2.49858 0.82601 0.97167 -0.897 -0.046 0.695
H -2.85865 -0.84528 -1.12086 -1.062 0.093 0.405
H -0.00552 -1.72575 -2.85319 -0.609 0.397 1.237
```
Positions in Å, forces in eV/Å.



DFT (the ωB97M-V functional and the def2-TZVPD basis) results for 2 unconnected molecules or ions with the total composition C9H20BClF3N3O8S2 at a distorted geometry.

Values from the calculation:
Frontier orbital gap in eV: 7.7561
Calculated total energy in hartree: -2702.247450
Largest force on an atom in eV/A: 1.28
E_LUMO in eV: -1.0

Geometry as XYZ:
```
47
Properties=species:S:1:pos:R:3:forces:R:3
C 1.64781 1.98690 1.53359 -0.314 0.151 -0.104
C 1.89361 1.61133 0.08878 0.513 -0.120 0.213
Cl 0.85535 2.57340 -1.03539 -0.249 0.010 -0.001
C 1.69112 0.13574 -0.22140 -0.059 1.181 0.191
N 0.27934 -0.20367 0.04107 0.180 -0.473 -1.178
C -0.34184 -1.05228 -0.81605 -0.140 0.239 0.310
N 0.02301 -1.26327 -2.16701 0.192 -0.171 0.472
N -1.37806 -1.75933 -0.46283 -0.091 0.101 -0.016
C -1.92769 -1.80870 0.89309 -0.352 -0.309 0.293
C -3.39969 -1.36442 1.02625 0.300 0.179 0.036
C -3.88374 -0.17479 0.18680 -0.304 -0.007 0.251
C -2.85478 0.94567 0.02639 -0.350 -0.415 -0.104
S -3.63348 2.54660 -0.19726 -0.181 0.014 -1.219
O -4.98234 2.50799 0.27704 0.124 0.061 0.584
O -3.39636 2.94467 -1.54740 0.236 -0.023 0.363
O -2.75973 3.48394 0.73876 -0.163 -0.042 0.112
B -2.01176 -2.63586 -1.53983 0.094 0.107 -0.850
O -2.96866 -2.10717 -2.36595 0.020 0.070 0.876
O -1.67369 -3.94016 -1.62108 -0.011 0.240 0.034
H 0.66357 1.67850 1.89244 -0.068 -0.072 0.030
H 1.69919 3.06541 1.65150 0.119 0.069 0.032
H 2.42051 1.52517 2.14187 0.094 -0.048 0.046
H 2.92213 1.86185 -0.14831 0.050 -0.021 -0.136
H 2.36637 -0.42949 0.40746 -0.144 -0.293 0.112
H 1.99943 -0.00408 -1.25100 -0.123 -0.300 -0.094
H -0.27433 0.61617 0.26892 -0.122 -0.181 0.437
H 0.91073 -1.75411 -2.22676 0.021 -0.115 -0.179
H 0.14961 -0.35913 -2.61565 0.128 0.045 -0.059
H -1.87571 -2.85404 1.19929 0.038 -0.059 0.089
H -1.30554 -1.26073 1.59067 0.294 0.201 -0.257
H -4.04558 -2.22804 0.87962 -0.160 0.027 -0.186
H -3.52516 -1.08850 2.07290 0.044 -0.114 0.134
H -4.26317 -0.49799 -0.77781 0.199 0.058 -0.195
H -4.74639 0.24485 0.70077 -0.086 -0.049 0.031
H -2.19776 0.98259 0.89245 0.031 0.225 0.056
H -2.29940 0.81091 -0.89719 0.292 0.115 0.063
H -3.26207 3.63524 1.55282 0.029 0.144 0.095
H -3.84676 -2.43367 -2.14842 -0.195 -0.113 -0.465
H -0.84276 -4.15679 -1.19453 0.069 -0.277 0.275
C 6.84971 0.09763 0.13946 -0.146 0.032 0.022
F 7.64476 0.42834 1.15617 0.132 0.056 0.166
F 6.97589 1.03592 -0.80413 0.011 0.133 -0.134
F 7.28821 -1.05532 -0.36991 0.057 -0.176 -0.077
S 5.10513 -0.05132 0.69143 -0.184 -0.219 0.234
O 4.77854 1.26864 1.19679 -0.012 0.116 -0.123
O 5.13705 -1.09244 1.68974 0.051 -0.061 -0.001
O 4.39540 -0.41216 -0.52812 0.134 0.085 -0.181
```
Positions in Å, forces in eV/Å.



DFT (the ωB97M-V functional and the def2-TZVPD basis) results for 2 unconnected molecules or ions with the total composition C2H9N5 at a distorted geometry.

Values from the calculation:
Frontier orbital gap in eV: 10.6339
Calculated total energy in hartree: -354.693111
Largest force on an atom in eV/A: 4.49
Charge: +2
Energy relative to the best compared isomer or geometry (same formula, charge and spin) in kcal/mol: 42.9
E_LUMO in eV: -7.5

Geometry as XYZ:
```
16
Properties=species:S:1:pos:R:3:forces:R:3
C -2.48103 -0.18435 -0.63023 -0.675 3.143 -1.296
C 2.33986 0.70424 0.23474 1.552 -0.565 -0.178
N 2.92174 -0.32401 0.19070 -1.178 3.581 0.748
N -3.60207 -0.44489 0.02755 4.392 -0.920 -0.080
N 2.22121 2.02007 0.09588 -1.544 0.000 1.017
N -1.23945 -0.34961 -0.15649 -3.358 -1.294 0.877
N 3.54173 -1.42473 0.11295 0.047 -0.105 1.110
H -2.56031 0.48073 -1.55731 0.009 -1.375 1.144
H -4.51419 -0.14031 -0.09567 -1.824 0.805 -1.185
H -3.41778 -0.87371 0.89688 -0.443 -0.722 1.304
H 3.02987 2.62984 0.34121 -0.699 -0.687 -0.519
H 1.26163 2.42910 0.30008 1.914 -0.565 -0.270
H -1.16012 -0.95230 0.64280 0.506 -0.092 0.378
H -0.42847 -0.08259 -0.62438 1.051 0.349 -1.196
H 4.13804 -1.72600 0.90757 -0.693 -0.061 -0.979
H 3.42078 -1.77331 -0.80108 0.943 -1.491 -0.875
```
Positions in Å, forces in eV/Å.



DFT (the ωB97M-V functional and the def2-TZVPD basis) results for a molecular structure, C41H38BiN8O5.

Values from the calculation:
Frontier orbital gap in eV: 6.3891
Calculated total energy in hartree: -2614.129601
Largest force on an atom in eV/A: 0.93
Charge: -1
E_LUMO in eV: 1.8

Geometry as XYZ:
```
93
Properties=species:S:1:pos:R:3:forces:R:3
Bi -0.21920 -0.04380 -0.07470 0.075 -0.003 -0.241
C -0.09610 4.29980 0.73870 -0.236 -0.066 -0.180
C -1.41370 3.60300 1.07970 0.160 0.157 0.236
C -1.18130 2.35230 1.94840 -0.194 0.330 0.076
N -1.61020 1.11780 1.35590 -0.160 -0.474 -0.003
C -2.85450 0.66300 1.42240 0.250 0.842 0.141
C -3.90860 1.46370 1.89160 0.060 0.158 0.138
C -5.27720 1.26230 1.89640 -0.126 -0.180 -0.085
C -6.01270 0.17460 1.46880 -0.242 0.076 0.065
C -5.50420 -1.05250 1.05180 0.061 0.191 0.184
C -4.19930 -1.46550 0.96130 -0.049 -0.170 -0.023
C -2.98060 -0.76070 1.09370 0.116 -0.755 0.192
N -1.81950 -1.36490 0.98010 -0.214 0.292 0.317
C -1.69930 -2.78610 0.84890 -0.242 -0.399 -0.155
C -0.23600 -3.19130 0.99370 -0.281 0.153 0.326
C 0.46110 -2.41910 2.11140 0.038 -0.409 0.189
N 0.89730 -1.12880 1.64740 0.514 0.626 -0.021
C 1.87370 -0.49170 2.25280 -0.277 -0.643 -0.080
C 2.35600 -0.88480 3.51810 -0.082 -0.063 0.357
C 3.56000 -0.62080 4.14230 0.115 -0.021 -0.175
C 4.68390 -0.00470 3.62290 0.347 0.020 0.240
C 4.77860 0.64430 2.39360 -0.166 -0.038 0.265
C 3.76940 0.99550 1.52970 0.259 0.042 -0.261
C 2.37420 0.71280 1.56750 -0.150 0.691 0.016
N 1.47980 1.41350 0.92230 -0.010 -0.549 0.137
C 1.87640 2.61460 0.22650 0.390 0.347 -0.370
C 0.73300 3.50000 -0.27570 0.314 0.016 0.350
H 0.47870 4.48590 1.65080 0.013 0.050 0.044
H -0.33570 5.27430 0.30010 0.102 -0.011 0.063
H -1.89630 3.30320 0.14630 -0.114 0.017 -0.009
H -2.08710 4.30500 1.58310 -0.008 -0.060 -0.025
H -1.64390 2.47710 2.93590 0.008 -0.021 -0.024
H -0.10700 2.22940 2.10220 -0.202 0.168 0.182
H -3.60470 2.43630 2.25540 0.050 0.042 -0.047
H -5.85520 2.10380 2.26800 0.007 0.000 -0.041
H -7.09060 0.27940 1.49100 -0.016 -0.032 0.009
H -6.24200 -1.80270 0.79110 -0.003 -0.020 -0.044
H -4.07180 -2.49220 0.65280 -0.003 -0.021 -0.089
H -2.06970 -3.10140 -0.13210 -0.116 -0.117 0.115
H -2.29080 -3.27670 1.63420 -0.016 -0.015 0.008
H 0.29040 -2.98830 0.06530 0.089 -0.216 -0.051
H -0.18720 -4.26230 1.20440 0.063 0.021 -0.118
H 1.33310 -2.99230 2.45600 -0.048 0.081 0.049
H -0.22780 -2.31320 2.96070 0.042 -0.049 0.062
H 1.65590 -1.48900 4.08300 0.036 -0.017 0.010
H 3.66770 -1.02560 5.14490 -0.050 -0.023 -0.039
H 5.58280 -0.03980 4.22790 -0.005 0.015 -0.013
H 5.77700 0.97620 2.12540 -0.053 0.050 -0.097
H 4.07240 1.56560 0.65920 -0.009 0.039 0.022
H 2.42260 2.30430 -0.67530 0.068 0.195 0.140
H 2.55130 3.20970 0.85830 -0.026 -0.018 0.016
H 0.06050 2.87980 -0.86510 -0.063 0.105 -0.075
H 1.20660 4.20170 -0.96610 -0.085 -0.143 -0.125
O -3.76620 3.67210 -4.00010 0.062 -0.110 -0.024
C -2.90260 2.72910 -3.51440 0.198 -0.097 0.091
C -1.52470 2.91390 -3.54710 -0.016 0.009 0.071
C -0.71420 1.95910 -2.94480 0.244 0.284 -0.331
N -1.22280 0.87590 -2.38700 0.136 -0.103 -0.195
C -2.52210 0.62840 -2.46310 -0.346 0.099 -0.188
C -3.41660 1.54360 -2.99540 -0.079 0.091 0.076
C -2.91200 -0.79450 -2.03980 -0.323 0.104 -0.346
O -4.08500 -1.14040 -2.17130 -0.331 0.114 -0.067
O -1.94200 -1.49550 -1.65020 0.399 -0.260 -0.017
C 0.83750 2.05810 -2.93910 -0.408 0.245 -0.355
O 1.31660 2.98720 -3.59670 0.069 0.354 -0.188
O 1.42380 1.18270 -2.27270 0.081 -0.506 0.410
H -3.24940 4.41760 -4.33000 -0.035 -0.112 0.050
H -1.07380 3.77670 -4.02060 0.105 0.025 0.029
H -4.47530 1.33540 -2.99710 -0.057 -0.079 -0.048
N 3.53190 -4.52650 -4.98830 -0.176 0.223 0.161
C 4.62010 -5.19780 -5.47610 0.708 -0.009 0.184
C 4.78560 -6.12530 -6.49060 -0.105 -0.078 -0.138
C 6.06220 -6.61190 -6.69430 -0.109 -0.053 -0.094
C 7.14010 -6.19240 -5.91070 0.208 -0.052 -0.004
C 6.98430 -5.27270 -4.89700 -0.127 0.044 0.012
C 5.70720 -4.76550 -4.67440 -0.462 -0.418 -0.624
N 5.26240 -3.87200 -3.74660 -0.190 0.458 0.454
C 3.97570 -3.74330 -3.94800 0.491 -0.361 -0.324
C 3.10940 -2.93400 -3.11280 -0.522 0.511 0.579
C 1.72630 -2.85370 -3.28610 0.386 -0.033 0.059
C 0.97890 -2.16450 -2.34530 -0.036 -0.251 -0.374
N 1.52900 -1.60170 -1.28270 -0.148 0.149 -0.077
C 2.84150 -1.59790 -1.14820 0.427 -0.137 -0.046
C 3.67820 -2.24580 -2.03620 -0.144 -0.164 -0.238
H 2.58840 -4.58910 -5.32920 0.048 0.028 0.058
H 3.95360 -6.45810 -7.09410 -0.046 -0.038 -0.075
H 6.23400 -7.33640 -7.47700 -0.008 -0.052 -0.056
H 8.11850 -6.60680 -6.10840 0.065 -0.017 -0.008
H 7.81220 -4.95090 -4.28600 0.100 0.047 0.070
H 1.22650 -3.32420 -4.12040 -0.077 -0.032 -0.038
H -0.09850 -2.07000 -2.40620 -0.139 -0.060 -0.172
H 3.22760 -1.07950 -0.28150 0.151 0.033 0.059
H 4.74860 -2.25990 -1.91310 0.072 0.011 0.103
```
Positions in Å, forces in eV/Å.



Among the records above, which one has the highest calculated total energy? C2H9N5



Among the records above, which one has the lowest largest force on an atom? C41H38BiN8O5



What did the third record say?
DFT (the ωB97M-V functional and the def2-TZVPD basis) results for 2 unconnected molecules or ions with the total composition C2H9N5 at a distorted geometry.

Values from the calculation:
Frontier orbital gap in eV: 10.6339
Calculated total energy in hartree: -354.693111
Largest force on an atom in eV/A: 4.49
Charge: +2
Energy relative to the best compared isomer or geometry (same formula, charge and spin) in kcal/mol: 42.9
E_LUMO in eV: -7.5

Geometry as XYZ:
```
16
Properties=species:S:1:pos:R:3:forces:R:3
C -2.48103 -0.18435 -0.63023 -0.675 3.143 -1.296
C 2.33986 0.70424 0.23474 1.552 -0.565 -0.178
N 2.92174 -0.32401 0.19070 -1.178 3.581 0.748
N -3.60207 -0.44489 0.02755 4.392 -0.920 -0.080
N 2.22121 2.02007 0.09588 -1.544 0.000 1.017
N -1.23945 -0.34961 -0.15649 -3.358 -1.294 0.877
N 3.54173 -1.42473 0.11295 0.047 -0.105 1.110
H -2.56031 0.48073 -1.55731 0.009 -1.375 1.144
H -4.51419 -0.14031 -0.09567 -1.824 0.805 -1.185
H -3.41778 -0.87371 0.89688 -0.443 -0.722 1.304
H 3.02987 2.62984 0.34121 -0.699 -0.687 -0.519
H 1.26163 2.42910 0.30008 1.914 -0.565 -0.270
H -1.16012 -0.95230 0.64280 0.506 -0.092 0.378
H -0.42847 -0.08259 -0.62438 1.051 0.349 -1.196
H 4.13804 -1.72600 0.90757 -0.693 -0.061 -0.979
H 3.42078 -1.77331 -0.80108 0.943 -1.491 -0.875
```
Positions in Å, forces in eV/Å.



Which of these has the highest frontier orbital gap? C2H9N5